Here is a cluster of 2 separate species, C4H9NO in total from the Open Molecules 2025 dataset. Energies are from ωB97M-V/def2-TZVPD.

Bonds (Å) are listed after each position.
Element x y z (Å)
1 H 2.524 0.558 1.745  N2 1.016
2 N 1.862 0.307 1.017  H1 1.016, C3 1.268
3 C 2.059 1.008 -0.021  N2 1.268, O4 1.334, H5 1.094
4 O 1.337 0.881 -1.136  C3 1.334, H6 0.980
5 H 2.817 1.787 -0.145  C3 1.094
6 H 0.682 0.168 -0.982  O4 0.980
7 C -0.419 -1.635 -0.099  C8 1.334, H10 1.087, H11 1.087
8 C -1.337 -0.749 -0.489  C7 1.334, C9 1.505, H12 1.091
9 C -1.798 0.410 0.354  C8 1.505, H13 1.095, H14 1.097, H15 1.095
10 H -0.123 -2.468 -0.731  C7 1.087
11 H 0.084 -1.536 0.860  C7 1.087
12 H -1.800 -0.861 -1.470  C8 1.091
13 H -2.075 1.271 -0.262  C9 1.095
14 H -2.683 0.129 0.937  C9 1.097
15 H -1.016 0.717 1.057  C9 1.095

The value obtained for the energy above the lowest of the compared OMol25 structures with the same formula, charge and spin is 161.7 kJ/mol. For the HOMO energy, the calculation gives -9.71 eV. The calculation puts the frontier orbital gap at 10.79 eV. As for the SMILES: [H]/N=C/O.C=CC.

=====

Here is a cluster of 2 separate species, C4H9NO in total from the Open Molecules 2025 dataset. Energies are from ωB97M-V/def2-TZVPD.

Bonds (Å) are listed after each position.
Element x y z (Å)
1 C -0.836 -1.847 -0.306  C2 1.376, H8 1.080, H9 1.151
2 C -0.418 -0.641 -0.820  C1 1.376, N3 1.466, O6 1.275
3 N 0.601 0.067 -0.039  C2 1.466, C4 1.474, C5 1.468
4 C 1.202 1.186 -0.786  N3 1.474, H10 1.082, H11 1.110, H12 1.092
5 C 0.032 0.486 1.248  N3 1.468, H13 1.107, H14 1.179, H15 1.089
6 O -0.797 -0.045 -1.882  C2 1.275
7 H -1.674 -0.513 1.422  no bonds
8 H -0.138 -2.393 0.311  C1 1.080
9 H -1.627 -2.443 -0.893  C1 1.151
10 H 0.477 1.946 -1.044  C4 1.082
11 H 1.982 1.666 -0.159  C4 1.110
12 H 1.652 0.772 -1.690  C4 1.092
13 H -0.866 -0.152 1.349  C5 1.107
14 H -0.282 1.622 1.200  C5 1.179
15 H 0.692 0.290 2.091  C5 1.089

The value obtained for the energy above the lowest of the compared OMol25 structures with the same formula, charge and spin is 662.2 kJ/mol. For the HOMO energy, the calculation gives -8.41 eV. The calculation puts the frontier orbital gap at 6.72 eV.

=====

Here is a cluster of 2 separate species, C4H9NO in total from the Open Molecules 2025 dataset. Energies are from ωB97M-V/def2-TZVPD.

Bonds (Å) are listed after each position.
Element x y z (Å)
1 C -1.195 1.158 -2.385  C2 1.334, H4 1.083, H5 1.080
2 C -0.348 1.902 -1.670  C1 1.334, N3 1.366, H6 1.084
3 N 0.600 1.442 -0.800  C2 1.366, H7 1.007, H8 1.005
4 H -1.085 0.084 -2.467  C1 1.083
5 H -1.988 1.635 -2.942  C1 1.080
6 H -0.419 2.972 -1.828  C2 1.084
7 H 0.719 0.463 -0.599  N3 1.007
8 H 1.447 1.961 -0.652  N3 1.005
9 C 0.291 -1.295 2.456  C10 1.501, H12 1.089, H13 1.093, H14 1.088
10 C 0.339 -2.167 1.235  C9 1.501, O11 1.197, H15 1.107
11 O 0.369 -1.749 0.114  C10 1.197
12 H 1.069 -1.581 3.162  C9 1.089
13 H 0.533 -0.282 2.122  C9 1.093
14 H -0.711 -1.278 2.878  C9 1.088
15 H 0.378 -3.265 1.377  C10 1.107

The value obtained for the energy above the lowest of the compared OMol25 structures with the same formula, charge and spin is 189.1 kJ/mol. For the HOMO energy, the calculation gives -7.77 eV. The calculation puts the frontier orbital gap at 8.76 eV. As for the SMILES: C=CN.CC=O.

=====

Here is the molecule C4H9NO from the Open Molecules 2025 dataset. Energies are from ωB97M-V/def2-TZVPD.

Bonds (Å) are listed after each position.
Element x y z (Å)
1 C 1.258 0.453 0.735  C2 1.336, H7 1.077, H8 1.078
2 C 1.101 0.092 -0.542  C1 1.336, N3 1.385, O4 1.363
3 N 1.887 0.530 -1.595  C2 1.385, H9 1.008, H10 1.011
4 O 0.179 -0.858 -0.867  C2 1.363, C5 1.457
5 C -1.167 -0.630 -0.358  O4 1.457, C6 1.548, H11 1.088, H12 1.095
6 C -1.559 -0.358 1.114  C5 1.548, H13 1.102, H14 1.094, H15 1.095
7 H 1.838 1.310 1.034  C1 1.077
8 H 0.860 -0.212 1.485  C1 1.078
9 H 1.503 0.580 -2.526  N3 1.008
10 H 2.521 1.281 -1.361  N3 1.011
11 H -1.653 -1.559 -0.650  C5 1.088
12 H -1.574 0.201 -0.945  C5 1.095
13 H -2.655 -0.460 1.146  C6 1.102
14 H -1.326 0.654 1.458  C6 1.094
15 H -1.160 -1.069 1.845  C6 1.095

The value obtained for the energy above the lowest of the compared OMol25 structures with the same formula, charge and spin is 194.1 kJ/mol. For the HOMO energy, the calculation gives -7.94 eV. The calculation puts the frontier orbital gap at 8.98 eV. As for the SMILES: C=C(N)OCC.

=====

Here is the molecule C4H9NO from the Open Molecules 2025 dataset. Energies are from ωB97M-V/def2-TZVPD.

Bonds (Å) are listed after each position.
Element x y z (Å)
1 C 0.169 1.925 0.410  N2 1.441, H7 1.095, H8 1.097, H9 1.108
2 N -0.453 0.634 0.259  C1 1.441, C3 1.473, C6 1.467
3 C -0.473 -0.035 -1.054  N2 1.473, C4 1.551, H10 1.099, H11 1.099
4 C 0.258 -1.262 -0.452  C3 1.551, O5 1.403, C6 1.543, H12 1.096
5 O -0.337 -2.530 -0.529  C4 1.403, H13 0.965
6 C 0.209 -0.511 0.895  N2 1.467, C4 1.543, H14 1.098, H15 1.100
7 H -0.471 2.708 -0.013  C1 1.095
8 H 0.279 2.134 1.481  C1 1.097
9 H 1.170 2.001 -0.060  C1 1.108
10 H 0.086 0.491 -1.841  C3 1.099
11 H -1.487 -0.253 -1.417  C3 1.099
12 H 1.270 -1.381 -0.857  C4 1.096
13 H -0.988 -2.598 0.180  O5 0.965
14 H -0.469 -0.942 1.644  C6 1.098
15 H 1.186 -0.308 1.357  C6 1.100

The value obtained for the energy above the lowest of the compared OMol25 structures with the same formula, charge and spin is 220.7 kJ/mol. For the HOMO energy, the calculation gives -8.42 eV. The calculation puts the frontier orbital gap at 9.45 eV. As for the SMILES: CN1CC(O)C1.

=====

Here is the molecule C4H9NO from the Open Molecules 2025 dataset. Energies are from ωB97M-V/def2-TZVPD.

Bonds (Å) are listed after each position.
Element x y z (Å)
1 C 0.779 -2.039 -0.978  C2 1.553, H7 1.095, H8 1.089, H9 1.091
2 C 0.427 -1.164 0.256  C1 1.553, C3 1.511, H10 1.091, H11 1.087
3 C 0.237 0.306 -0.037  C2 1.511, O4 1.222, N5 1.351
4 O 1.016 0.943 -0.730  C3 1.222
5 N -0.779 0.879 0.645  C3 1.351, C6 1.458, H12 1.005
6 C -0.879 2.333 0.600  N5 1.458, H13 1.090, H14 1.087, H15 1.087
7 H 1.405 -1.473 -1.677  C1 1.095
8 H -0.118 -2.443 -1.444  C1 1.089
9 H 1.393 -2.878 -0.648  C1 1.091
10 H -0.543 -1.593 0.513  C2 1.091
11 H 1.244 -1.354 0.948  C2 1.087
12 H -1.602 0.318 0.783  N5 1.005
13 H 0.123 2.708 0.808  C6 1.090
14 H -1.125 2.739 -0.378  C6 1.087
15 H -1.576 2.721 1.338  C6 1.087

The value obtained for the energy above the lowest of the compared OMol25 structures with the same formula, charge and spin is 64.5 kJ/mol. For the HOMO energy, the calculation gives -9.67 eV. The calculation puts the frontier orbital gap at 10.59 eV. As for the SMILES: CCC(=O)NC.

=====

Here is the molecule C4H9NO from the Open Molecules 2025 dataset. Energies are from ωB97M-V/def2-TZVPD.

Bonds (Å) are listed after each position.
Element x y z (Å)
1 N 1.287 1.329 0.989  C2 1.476, H7 1.008, H8 1.022
2 C -0.082 0.860 1.277  N1 1.476, C3 1.524, H9 1.086, H10 1.094
3 C -0.545 -0.387 0.533  C2 1.524, C4 1.526, H11 1.097, H12 1.100
4 C -0.819 -0.357 -0.968  C3 1.526, C5 1.510, H13 1.091, H14 1.094
5 C 0.277 -0.946 -1.824  C4 1.510, O6 1.203, H15 1.100
6 O 0.256 -1.995 -2.412  C5 1.203
7 H 1.622 0.899 0.140  N1 1.008
8 H 1.913 0.993 1.722  N1 1.022
9 H -0.237 0.641 2.330  C2 1.086
10 H -0.727 1.663 0.907  C2 1.094
11 H -1.498 -0.694 0.980  C3 1.097
12 H 0.132 -1.211 0.802  C3 1.100
13 H -1.674 -1.016 -1.131  C4 1.091
14 H -1.120 0.608 -1.386  C4 1.094
15 H 1.215 -0.389 -1.960  C5 1.100

The value obtained for the energy above the lowest of the compared OMol25 structures with the same formula, charge and spin is 160.0 kJ/mol. For the HOMO energy, the calculation gives -9.58 eV. The calculation puts the frontier orbital gap at 10.52 eV. As for the SMILES: NCCCC=O.

=====

Here is a cluster of 3 separate species, C4H9NO in total from the Open Molecules 2025 dataset. Energies are from ωB97M-V/def2-TZVPD.

Bonds (Å) are listed after each position.
Element x y z (Å)
1 C -0.487 -0.804 0.930  C2 1.498, H4 1.085, H5 1.082
2 C -0.059 -2.135 0.393  C1 1.498, H3 1.089, H7 1.091, H8 1.095
3 H -0.868 -2.636 -0.135  C2 1.089
4 H -1.475 -0.761 1.375  C1 1.085
5 H 0.222 -0.363 1.618  C1 1.082
6 H -0.925 -0.147 -0.350  no bonds
7 H 0.769 -2.011 -0.307  C2 1.091
8 H 0.282 -2.775 1.213  C2 1.095
9 C -0.281 0.771 -1.279  N11 1.448, O12 1.238, H13 1.117
10 C 0.908 2.375 0.072  N11 1.257, H14 1.086, H15 1.091
11 N 0.610 1.188 -0.217  C9 1.448, C10 1.257
12 O -1.018 1.550 -1.897  C9 1.238
13 H 0.258 -0.037 -1.830  C9 1.117
14 H 1.387 2.588 1.023  C10 1.086
15 H 0.678 3.197 -0.608  C10 1.091

The value obtained for the energy above the lowest of the compared OMol25 structures with the same formula, charge and spin is 492.7 kJ/mol. For the HOMO energy, the calculation gives -9.04 eV. The calculation puts the frontier orbital gap at 8.69 eV.